# 1
# C5H8O

An isolated molecule of C5H8O (wB97M-V/def2-TZVPD, the Open Molecules 2025 dataset).

Summary:
Highest occupied orbital energy (spin up / spin down), eV: -6.8 / -6.5
Calculated total energy, eV: -7358.33603
Energy relative to the best compared isomer or geometry (same formula, charge and spin), kcal per mole: 90.4
Kohn-Sham gap (spin up / spin down), hartree: 0.2925 / 0.2796

```
14
Properties=species:S:1:pos:R:3:forces:R:3
H -1.364 1.365 -1.276 -0.11 0.41 0.26
H 0.211 -0.861 -1.650 -0.30 0.24 0.54
O 0.055 1.731 0.198 0.58 1.73 0.63
H 2.259 -0.484 -0.196 -0.56 0.13 -0.21
C 1.148 1.158 0.715 0.09 -0.55 0.64
C -1.232 -0.892 0.056 0.16 -0.88 0.17
C -0.475 1.051 -0.764 0.39 -0.24 -2.03
C 0.018 -0.340 -0.693 -0.72 -0.03 0.21
H 1.133 -1.030 1.037 0.14 0.38 -0.06
H -0.913 -1.851 0.435 -0.46 -0.79 0.27
H 1.597 1.656 1.551 -0.06 0.07 0.10
H -2.109 -0.979 -0.605 0.47 -0.18 0.10
C 1.269 -0.262 0.248 -0.32 -0.18 -0.04
H -1.582 -0.294 0.927 0.71 -0.11 -0.56
```
Forces are in eV/Å.

***

# 2
# CH6NO2

A 2-piece molecular cluster, CH6NO2 overall (wB97M-V/def2-TZVPD, the Open Molecules 2025 dataset).

Summary:
Net charge: -1
Highest occupied orbital energy, eV: -3.5
Calculated total energy, eV: -6719.71962
Energy relative to the best compared isomer or geometry (same formula, charge and spin), kcal per mole: 2.6
Kohn-Sham gap, hartree: 0.3047

```
10
Properties=species:S:1:pos:R:3:forces:R:3
O -0.412 0.276 0.643 0.28 0.03 0.13
H 1.576 2.251 0.525 0.11 0.17 -0.19
H -1.534 -0.977 -0.801 -0.21 0.03 -0.54
O 1.085 2.073 -0.285 -0.04 -0.21 0.49
H 0.437 1.322 0.097 -0.11 0.28 -0.32
N -0.907 -1.728 -0.526 -0.19 0.11 0.74
H -1.449 -2.121 0.247 0.06 -0.17 -0.16
H 0.929 -0.751 -0.565 -0.09 0.36 -0.02
H 0.574 -1.534 0.944 -0.14 -0.03 0.26
C 0.114 -0.870 0.181 0.33 -0.55 -0.40
```
Forces are in eV/Å.

***

# 3
# C5H6O2

C5H6O2 as an isolated structure (wB97M-V/def2-TZVPD, the Open Molecules 2025 dataset).

Summary:
Highest occupied orbital energy, eV: -9.5
Calculated total energy, eV: -9374.62083
Energy relative to the best compared isomer or geometry (same formula, charge and spin), kcal per mole: 57.1
Kohn-Sham gap, hartree: 0.3574

```
13
Properties=species:S:1:pos:R:3:forces:R:3
H -1.334 0.290 -1.659 0.51 -0.17 0.31
C -0.954 0.770 0.424 -0.15 0.16 0.13
C 0.863 -0.898 0.325 -1.33 -1.38 0.15
C 0.693 -0.246 -0.958 1.05 0.42 0.68
H 1.636 0.260 0.022 -0.89 0.53 -3.28
H 0.107 0.061 2.211 -0.02 -0.10 -0.01
O 1.585 -1.854 0.563 -0.03 0.09 0.41
H 0.985 -0.810 -1.858 0.77 0.70 0.58
O -1.768 1.551 0.850 0.41 -0.37 -0.11
C -0.206 -0.289 1.230 -0.14 -0.20 0.34
H -0.264 1.657 -1.455 -0.11 0.01 0.18
H -0.840 -1.171 1.341 -0.40 0.16 0.38
C -0.503 0.677 -1.035 0.34 0.14 0.22
```
Forces are in eV/Å.

***

# 4
# C4H10N2

A 2-piece molecular cluster, C4H10N2 overall (wB97M-V/def2-TZVPD, the Open Molecules 2025 dataset).

Summary:
Net charge: +1
Highest occupied orbital energy (spin up / spin down), eV: -11.1 / -11.1
Calculated total energy, eV: -7279.70314
Energy relative to the best compared isomer or geometry (same formula, charge and spin), kcal per mole: 78.2
Spin multiplicity: 2
⟨S²⟩: 0.756
Kohn-Sham gap (spin up / spin down), hartree: 0.1983 / 0.1564

```
16
Properties=species:S:1:pos:R:3:forces:R:3
C -0.796 0.241 1.938 0.40 0.57 -0.90
N 0.330 -1.137 3.677 0.91 0.95 0.48
H 0.193 2.412 -1.712 0.00 -0.61 1.23
H 1.318 0.185 -3.481 0.25 0.73 0.04
C 0.097 1.752 -2.547 -0.62 1.51 -0.94
H 1.066 -1.825 3.570 -0.61 -0.59 -0.21
N 0.012 -0.651 -2.268 -0.75 0.51 -1.13
H -0.659 1.266 2.256 0.22 -0.18 0.49
H 0.359 -1.534 -2.629 0.12 -0.03 0.24
H -0.997 -0.632 -2.150 0.04 -0.11 1.22
C -0.370 -0.879 2.503 0.46 -1.21 0.26
H -1.084 0.167 0.894 -0.72 -0.17 0.22
H -0.618 -1.843 2.062 -0.01 0.25 -0.49
H 0.869 -0.351 4.030 -0.64 0.38 0.11
C 0.521 0.442 -2.776 0.56 -1.51 -0.11
H -0.240 2.387 -3.367 0.39 -0.48 -0.49
```
Forces are in eV/Å.